1.
{"formula": "C4H7N", "method": "the ωB97M-V functional and the def2-TZVPD basis", "elements": ["C", "C", "C", "C", "N", "H", "H", "H", "H", "H", "H", "H"], "xyz": [[0.17923, -1.87559, -0.43671], [-1.75363, 1.10769, 0.79025], [-0.07556, -0.68517, -1.02543], [0.58624, 0.49570, -0.45399], [-0.53655, 1.03814, 1.02069], [-0.20261, -2.72265, -0.74713], [0.83778, -1.86779, 0.52253], [-2.43878, 1.28871, 1.55137], [-2.33350, 0.97679, -0.19977], [-0.82506, -0.53271, -1.80363], [1.44837, 0.10571, 0.07434], [0.56166, 1.46905, -1.07861]], "relative_energy_kj_mol": 349.0, "homo_energy_ha": -0.314, "largest_force_ev_per_a": 6.18, "lumo_energy_ha": 0.02807, "total_energy_ha": -211.2277, "spin_multiplicity": 1, "homo_lumo_gap_ev": 9.30}

2.
{"formula": "C38H74Br2F3InNO10", "method": "the ωB97M-V functional and the def2-TZVPD basis", "elements": ["C", "In", "C", "C", "C", "F", "Br", "C", "F", "F", "Br", "C", "O", "N", "O", "H", "H", "H", "H", "H", "H", "H", "H", "H", "H", "C", "C", "C", "O", "C", "H", "H", "H", "H", "H", "H", "H", "H", "C", "C", "C", "O", "C", "H", "H", "H", "H", "H", "H", "H", "H", "C", "C", "C", "O", "C", "H", "H", "H", "H", "H", "H", "H", "H", "C", "C", "C", "O", "C", "H", "H", "H", "H", "H", "H", "H", "H", "C", "C", "C", "O", "C", "H", "H", "H", "H", "H", "H", "H", "H", "C", "C", "C", "O", "C", "H", "H", "H", "H", "H", "H", "H", "H", "C", "C", "C", "O", "C", "H", "H", "H", "H", "H", "H", "H", "H", "C", "C", "C", "O", "C", "H", "H", "H", "H", "H", "H", "H", "H"], "xyz": [[0.46265, -8.09962, -2.04361], [0.55955, -5.98502, -2.67346], [-1.34103, -5.29846, -3.67081], [-2.32489, -4.28935, -3.07032], [-1.73043, -3.14736, -2.25992], [-1.27583, -3.59911, -1.06287], [-0.22870, -2.34272, -3.20668], [-2.78411, -2.02211, -1.96785], [-2.70550, -1.00269, -2.84182], [-4.04107, -2.50700, -2.08428], [-2.59476, -1.26723, -0.19424], [2.07318, -5.89952, -4.38017], [3.43666, -6.32428, -4.12904], [3.74550, -5.94929, -2.80485], [4.56794, -5.11096, -2.78393], [0.19492, -8.75691, -2.87861], [1.47912, -8.37053, -1.73796], [-0.21288, -8.28618, -1.20372], [1.16988, -4.95661, -1.37512], [-1.90538, -6.23041, -3.79826], [-1.08357, -4.96347, -4.68241], [-3.05123, -4.78518, -2.41798], [-2.90459, -3.80006, -3.86643], [1.70317, -6.53445, -5.18802], [2.09375, -4.86348, -4.73773], [0.80373, -2.39743, -8.51576], [2.06325, -3.12621, -8.98276], [2.40601, -3.95931, -7.75131], [1.16436, -4.26645, -7.12738], [0.11997, -3.47689, -7.68254], [0.17657, -2.03283, -9.32922], [1.07434, -1.54823, -7.88446], [1.83003, -3.77615, -9.82954], [2.87354, -2.45928, -9.27683], [3.02984, -3.39502, -7.04957], [2.91964, -4.89207, -7.98729], [-0.52026, -4.11199, -8.30677], [-0.48473, -3.07393, -6.86809], [0.21730, 2.56369, -1.33621], [0.53188, 3.26473, -0.01739], [-0.38510, 2.52858, 0.95220], [-0.49741, 1.20021, 0.45454], [0.03375, 1.12463, -0.87284], [1.00688, 2.66090, -2.08011], [-0.70970, 2.95199, -1.76464], [1.57846, 3.09541, 0.24816], [0.35381, 4.34028, -0.03423], [-1.37928, 2.99056, 0.98761], [0.01079, 2.48773, 1.96962], [0.99269, 0.59672, -0.84198], [-0.65142, 0.54830, -1.49311], [4.02662, 0.86776, 2.41144], [4.79900, 0.00739, 1.41408], [4.43140, 0.66509, 0.09069], [4.23703, 2.05527, 0.37906], [4.17222, 2.25167, 1.79368], [4.41818, 0.82200, 3.42723], [2.97683, 0.56510, 2.43191], [5.87249, 0.09470, 1.59828], [4.53288, -1.04853, 1.44436], [3.50275, 0.24868, -0.31225], [5.20899, 0.57109, -0.66794], [5.09270, 2.74117, 2.13041], [3.32856, 2.90824, 2.01948], [-6.69851, -0.46807, -0.67762], [-7.87781, 0.20120, 0.02549], [-9.05427, -0.31379, -0.79268], [-8.68401, -1.61256, -1.25415], [-7.28528, -1.82718, -1.03276], [-5.80349, -0.54496, -0.06338], [-6.43915, 0.08118, -1.58556], [-7.95312, -0.14950, 1.05705], [-7.82162, 1.28903, 0.04041], [-9.24366, 0.33174, -1.65889], [-9.97452, -0.38924, -0.21190], [-7.15998, -2.53726, -0.20839], [-6.84819, -2.26278, -1.93076], [-13.71277, 1.97376, 1.39165], [-13.77257, 0.71860, 2.26043], [-12.43518, 0.06250, 1.93899], [-11.52686, 1.12834, 1.66227], [-12.24093, 2.35257, 1.50579], [-14.37781, 2.77012, 1.72360], [-13.96222, 1.72774, 0.35747], [-13.81784, 0.99264, 3.31658], [-14.62028, 0.07164, 2.03867], [-12.51236, -0.58078, 1.05576], [-12.03714, -0.53133, 2.76256], [-12.06287, 2.98599, 2.38197], [-11.86049, 2.87000, 0.62398], [8.26930, 4.90499, 1.46517], [8.59535, 5.56081, 2.80592], [7.64382, 4.82621, 3.74070], [7.48751, 3.51092, 3.20378], [8.02702, 3.46024, 1.88243], [9.05995, 4.99984, 0.72200], [7.35559, 5.33568, 1.05021], [9.63279, 5.35979, 3.08265], [8.43845, 6.63842, 2.82007], [6.66562, 5.31553, 3.76938], [8.02039, 4.74916, 4.76178], [8.96099, 2.88792, 1.89858], [7.31595, 2.94749, 1.23200], [3.58430, 8.97396, 4.55486], [3.37477, 7.73461, 5.42273], [4.59739, 6.90127, 5.06185], [5.64065, 7.83128, 4.76113], [5.09647, 9.14403, 4.62782], [3.04613, 9.85296, 4.90715], [3.27367, 8.77101, 3.52802], [3.39644, 8.00461, 6.48063], [2.44006, 7.21310, 5.22224], [4.40596, 6.28602, 4.17587], [4.92741, 6.24724, 5.86974], [5.38449, 9.74085, 5.50043], [5.52041, 9.60996, 3.73715], [3.69086, -3.75115, 4.93775], [3.00291, -2.90012, 3.87189], [2.93266, -3.87395, 2.69892], [2.81352, -5.17598, 3.27755], [3.07892, -5.12100, 4.67233], [3.51867, -3.40394, 5.95653], [4.76881, -3.77521, 4.76215], [1.99729, -2.62719, 4.19955], [3.54348, -1.98372, 3.63496], [3.84831, -3.83694, 2.09860], [2.08435, -3.70353, 2.03671], [2.13904, -5.24370, 5.22423], [3.74226, -5.94660, 4.93753]], "total_charge": -1, "homo_energy_ha": -0.163, "largest_force_ev_per_a": 0.79, "lumo_energy_ha": 0.06466, "total_energy_ha": -7936.9436, "spin_multiplicity": 1, "homo_lumo_gap_ev": 6.20}

3.
{"formula": "C25H38As3BrN2O2Pd", "method": "the ωB97M-V functional and the def2-TZVPD basis", "elements": ["Pd", "C", "As", "C", "C", "C", "C", "C", "As", "C", "C", "C", "As", "C", "C", "H", "H", "H", "H", "H", "H", "H", "H", "H", "H", "H", "H", "H", "H", "H", "H", "H", "H", "H", "H", "H", "H", "H", "H", "H", "H", "H", "C", "O", "C", "C", "C", "Br", "C", "C", "C", "O", "C", "N", "C", "C", "C", "C", "C", "C", "N", "H", "H", "H", "H", "H", "H", "H", "H", "H", "H", "H"], "xyz": [[0.10380, 0.26314, 0.34637], [4.04737, 0.14640, 0.70057], [2.40296, -0.09546, -0.29742], [2.71981, -1.86780, -1.02417], [2.69251, 0.91484, -1.96255], [2.51235, 2.44404, -1.94925], [3.26297, 3.07259, -0.76412], [1.03996, 2.88768, -1.94495], [-0.08405, 2.59584, -0.35004], [-1.72671, 3.30292, -1.10681], [0.39777, 4.07382, 0.80980], [3.22288, 3.05164, -3.18814], [2.49947, 2.75099, -4.97666], [1.09196, 4.00725, -5.35366], [1.76949, 0.99902, -5.29582], [4.89555, 0.11787, 0.01826], [4.12611, -0.67969, 1.40447], [4.04626, 1.07893, 1.25621], [3.63528, -1.87256, -1.61449], [1.87754, -2.16695, -1.64541], [2.83487, -2.57074, -0.20002], [2.00268, 0.44935, -2.67224], [3.70870, 0.67391, -2.28837], [2.84293, 2.70368, 0.17112], [3.17306, 4.16020, -0.76543], [4.32409, 2.81872, -0.78237], [0.48844, 2.38999, -2.75179], [0.99683, 3.96495, -2.13553], [-1.50669, 4.20673, -1.67358], [-2.41298, 3.55793, -0.30160], [-2.19966, 2.56708, -1.75433], [0.51007, 4.98279, 0.22008], [1.31467, 3.86752, 1.35417], [-0.40733, 4.21352, 1.52864], [4.25971, 2.71286, -3.22965], [3.24824, 4.14268, -3.12704], [1.35588, 4.99126, -4.97377], [0.18772, 3.62914, -4.87306], [0.93659, 4.06507, -6.43027], [2.50562, 0.22404, -5.10016], [1.45734, 0.94973, -6.33864], [0.89916, 0.88777, -4.64675], [-3.20321, 0.65360, 0.91689], [-2.19159, -0.30463, 0.58552], [-2.60547, -1.60749, 0.40190], [-3.92830, -1.97255, 0.26746], [-4.23084, -3.32165, 0.11198], [-6.03513, -3.82615, -0.05374], [-3.24670, -4.28318, 0.07232], [-1.90591, -3.90982, 0.18804], [-1.60364, -2.56952, 0.36870], [-0.27786, -2.13228, 0.53661], [-0.88660, -4.97332, 0.13360], [-1.17026, -6.23132, 0.28072], [0.03595, -6.89938, 0.13261], [0.30936, -8.26517, 0.20216], [1.61197, -8.66881, 0.00308], [2.63536, -7.74209, -0.26361], [2.38524, -6.38926, -0.33404], [1.06688, -5.99093, -0.12541], [0.45245, -4.75446, -0.10709], [-3.86188, 0.83260, 0.06688], [-2.68177, 1.56760, 1.17933], [-3.78424, 0.31207, 1.77224], [-4.72644, -1.24591, 0.29245], [-3.47895, -5.33226, -0.04758], [0.04884, -2.46163, 1.38754], [-0.48844, -8.96790, 0.40346], [1.85806, -9.72128, 0.05065], [3.64488, -8.10072, -0.41629], [3.18208, -5.68542, -0.54378], [0.86458, -3.87614, -0.35653]], "total_charge": 2, "homo_energy_ha": [-0.442, -0.442], "largest_force_ev_per_a": 0.55, "s2": 2.005, "lumo_energy_ha": [-0.18101, -0.32893], "total_energy_ha": -10644.0516, "spin_multiplicity": 3, "homo_lumo_gap_ev": [7.09, 3.07]}